Entry from OMol25: a structure of composition C41H67BrF3IrN2OSbSi2 (ωB97M-V/def2-TZVPD).

Positions of all 119 atoms, in Å:
Ir1 0.220 0.944 -0.345
C1 -3.438 -5.728 -1.847
C2 -2.409 -5.142 -2.824
C3 -3.150 -4.605 -4.048
C4 -1.447 -6.248 -3.281
C5 -1.621 -4.045 -2.114
C6 -1.533 -2.747 -2.587
C7 -0.846 -1.818 -1.830
Br1 -0.542 -0.106 -2.643
C8 -0.243 -2.056 -0.587
O1 0.206 -1.076 0.200
C9 -0.121 -3.433 -0.237
C10 -0.874 -4.341 -0.973
C11 0.837 -4.013 0.826
C12 2.018 -3.091 1.156
C13 1.476 -5.304 0.275
C14 0.078 -4.387 2.105
H1 -4.005 -6.522 -2.336
H2 -4.142 -4.962 -1.516
H3 -2.961 -6.156 -0.965
H4 -3.724 -5.410 -4.506
H5 -2.462 -4.225 -4.806
H6 -3.851 -3.811 -3.781
H7 -2.002 -7.037 -3.791
H8 -0.923 -6.704 -2.439
H9 -0.701 -5.855 -3.973
H10 -1.980 -2.452 -3.525
H11 -0.851 -5.374 -0.655
H12 2.635 -2.927 0.268
H13 2.650 -3.582 1.897
H14 1.720 -2.120 1.536
H15 1.921 -5.139 -0.708
H16 0.771 -6.130 0.197
H17 2.266 -5.628 0.955
H18 -0.335 -3.516 2.606
H19 0.751 -4.891 2.802
H20 -0.745 -5.068 1.880
C15 -1.148 3.021 -4.334
Si1 0.117 3.531 -3.057
C16 0.115 5.395 -2.923
C17 1.800 2.916 -3.584
C18 -0.353 2.861 -1.333
C19 -1.760 2.548 -1.043
C20 -2.949 3.170 -1.413
C21 -4.140 2.608 -0.992
C22 -4.136 1.447 -0.218
C23 -2.927 0.875 0.118
N1 -1.781 1.435 -0.282
Si2 0.475 3.347 0.188
C24 4.096 1.481 0.380
C25 2.072 4.311 0.175
C26 -0.642 4.204 1.427
H21 -0.808 3.395 -5.303
H22 -2.132 3.457 -4.157
H23 -1.277 1.943 -4.434
H24 0.328 5.852 -3.892
H25 0.867 5.758 -2.219
H26 -0.857 5.771 -2.595
H27 1.938 3.156 -4.641
H28 1.905 1.833 -3.481
H29 2.613 3.403 -3.044
H30 -2.931 4.064 -2.020
H31 -5.080 3.063 -1.277
H32 -5.058 0.974 0.090
H33 -2.850 -0.040 0.686
H34 4.569 0.509 0.522
H35 3.425 1.671 1.210
H36 4.874 2.245 0.366
H37 2.498 4.433 -0.820
H38 2.836 3.894 0.832
H39 1.832 5.309 0.551
H40 -1.635 3.755 1.464
H41 -0.739 5.236 1.072
H42 -0.218 4.235 2.432
C27 1.655 2.162 4.632
C28 1.828 1.505 3.261
C29 2.736 0.281 3.309
Sb1 -0.113 1.095 2.381
C30 -0.458 -0.911 3.108
C31 -0.460 -0.812 4.634
C32 -1.810 -1.423 2.626
C33 -3.269 3.100 3.705
C34 -2.632 2.991 4.986
C35 -4.386 3.951 3.395
H43 2.631 2.407 5.058
H44 1.150 1.508 5.344
H45 1.088 3.095 4.566
H46 2.262 2.259 2.599
H47 2.366 -0.460 4.019
H48 3.742 0.561 3.632
H49 2.817 -0.211 2.339
H50 0.341 -1.566 2.778
H51 -1.197 -0.083 4.993
H52 0.508 -0.542 5.052
H53 -0.744 -1.776 5.063
H54 -2.605 -0.698 2.838
H55 -2.081 -2.339 3.157
H56 -1.806 -1.652 1.560
H57 -2.874 2.446 2.923
H58 -1.553 3.155 4.808
H59 -2.632 1.930 5.285
H60 -3.019 3.638 5.766
H61 -4.551 4.765 4.097
H62 -5.241 3.244 3.501
H63 -4.418 4.253 2.347
F1 6.389 -1.182 -3.164
C36 5.574 -0.211 -3.594
F2 6.311 0.872 -3.848
F3 5.025 -0.621 -4.746
C37 4.503 0.069 -2.570
C38 3.643 -0.974 -2.171
C39 2.496 -0.665 -1.415
N2 2.231 0.510 -0.901
C40 3.319 1.497 -0.945
C41 4.316 1.292 -2.036
H64 3.775 -1.985 -2.530
H65 1.756 -1.439 -1.306
H66 2.858 2.469 -1.070
H67 4.948 2.129 -2.302

Summary:
energy above the lowest of the compared OMol25 structures with the same formula, charge and spin: 53.95 kcal per mole
charge: +2
multiplicity: 2
frontier orbital gap (alpha / beta): 4.1 / 4.1 eV


Entry from OMol25: a cluster of 4 separate species, C41H68BCl2FN5O6 in total (ωB97M-V/def2-TZVPD).

Positions of all 124 atoms, in Å:
C1 0.862 -5.657 -0.366
C2 0.855 -4.913 -1.734
Cl1 2.221 -5.682 -2.692
C3 -0.516 -5.099 -2.558
Cl2 -0.136 -5.369 -4.322
C4 -1.337 -6.306 -2.065
C5 -0.842 -7.579 -2.349
C6 -1.527 -8.808 -1.984
N1 -0.937 -9.989 -2.333
C7 -1.707 -11.008 -1.963
C8 -2.979 -10.910 -1.288
N2 -3.521 -9.756 -0.919
C9 -2.766 -8.678 -1.285
C10 -3.286 -7.354 -0.970
C11 -4.649 -7.295 -0.241
C12 -4.501 -7.680 1.244
O1 -5.349 -8.103 1.959
F1 -3.219 -7.541 1.750
C13 -2.602 -6.167 -1.338
C14 -3.146 -4.754 -1.018
B1 -2.200 -3.924 -0.026
O2 -1.693 -2.699 -0.505
O3 -1.846 -4.367 1.253
H1 1.008 -6.747 -0.467
H2 1.749 -5.268 0.185
H3 -0.015 -5.409 0.267
H4 1.141 -3.857 -1.588
H5 -1.075 -4.144 -2.508
H6 0.117 -7.662 -2.885
H7 -1.340 -12.022 -2.206
H8 -3.521 -11.841 -1.056
H9 -5.269 -8.096 -0.698
H10 -5.191 -6.350 -0.407
H11 -3.249 -4.247 -2.005
H12 -4.164 -4.771 -0.581
H13 -0.734 -2.789 -0.632
H14 -2.642 -4.246 1.798
C15 2.005 2.839 0.935
C16 1.549 1.502 0.293
C17 0.036 1.330 0.486
C18 -0.353 0.975 1.919
C19 0.434 -0.236 2.413
C20 1.950 -0.079 2.243
N3 2.327 0.364 0.870
O4 2.195 -0.666 0.066
C21 2.483 0.920 3.288
C22 2.627 -1.402 2.626
C23 1.839 1.689 -1.203
H15 1.971 3.659 0.215
H16 1.369 3.151 1.765
H17 3.035 2.783 1.288
H18 -0.332 0.539 -0.178
H19 -0.482 2.244 0.187
H20 -0.192 1.827 2.587
H21 -1.424 0.756 1.963
H22 0.193 -0.417 3.464
H23 0.090 -1.121 1.865
H24 3.548 1.111 3.136
H25 2.364 0.523 4.297
H26 1.961 1.874 3.285
H27 2.254 -2.247 2.046
H28 2.437 -1.637 3.674
H29 3.710 -1.345 2.490
H30 2.907 1.829 -1.383
H31 1.319 2.569 -1.585
H32 1.495 0.850 -1.806
C24 0.514 4.585 -6.696
C25 1.534 3.881 -5.763
C26 2.903 3.817 -6.453
C27 2.964 2.791 -7.581
C28 2.499 1.420 -7.095
C29 1.125 1.458 -6.414
N4 1.029 2.529 -5.379
O5 1.704 2.130 -4.327
C30 0.027 1.651 -7.481
C31 0.825 0.070 -5.830
C32 1.633 4.814 -4.548
H33 0.487 5.661 -6.517
H34 0.756 4.470 -7.752
H35 -0.500 4.221 -6.529
H36 3.677 3.568 -5.718
H37 3.165 4.803 -6.848
H38 2.357 3.115 -8.431
H39 3.988 2.716 -7.954
H40 2.476 0.726 -7.939
H41 3.247 1.027 -6.399
H42 -0.954 1.763 -7.012
H43 -0.023 0.784 -8.141
H44 0.192 2.507 -8.131
H45 1.595 -0.267 -5.136
H46 0.775 -0.675 -6.626
H47 -0.134 0.061 -5.307
H48 0.673 4.897 -4.036
H49 1.931 5.816 -4.865
H50 2.384 4.487 -3.827
C33 -0.118 6.973 5.717
C34 -0.575 5.636 5.078
C35 -2.087 5.462 5.276
C36 -2.472 5.109 6.710
C37 -1.684 3.898 7.203
C38 -0.168 4.056 7.028
N5 0.205 4.499 5.653
O6 0.072 3.471 4.850
C39 0.370 5.056 8.073
C40 0.513 2.734 7.406
C41 -0.288 5.821 3.581
H51 -0.154 7.792 4.997
H52 -0.751 7.285 6.548
H53 0.913 6.918 6.067
H54 -2.458 4.672 4.614
H55 -2.607 6.377 4.978
H56 -2.308 5.962 7.375
H57 -3.542 4.891 6.759
H58 -1.919 3.717 8.255
H59 -2.030 3.013 6.658
H60 1.434 5.247 7.915
H61 0.255 4.656 9.081
H62 -0.151 6.011 8.074
H63 0.139 1.889 6.826
H64 0.328 2.497 8.455
H65 1.595 2.793 7.266
H66 0.779 5.961 3.400
H67 -0.811 6.701 3.203
H68 -0.634 4.979 2.980

Summary:
multiplicity: 4
frontier orbital gap (alpha / beta): 7.8 / 8.3 eV


Entry from OMol25: a structure of composition C41H69Br3F8IN3O16P (ωB97M-V/def2-TZVPD).

Positions of all 142 atoms, in Å:
C1 -6.802 -0.874 -4.059
C2 -5.665 -1.561 -4.782
O1 -5.791 -2.693 -5.194
N1 -4.487 -0.770 -4.959
C3 -4.721 0.071 -6.161
C4 -3.284 -1.598 -5.109
C5 -2.205 -1.140 -4.129
C6 -2.693 -1.446 -2.702
C7 -1.553 -1.265 -1.689
N2 -1.758 -0.376 -0.464
P1 -0.315 -0.947 0.506
O2 0.928 -0.782 -0.247
C8 -1.721 1.093 -0.895
C9 -0.535 1.965 -0.582
Br1 0.053 2.358 1.197
C10 0.139 2.551 -1.577
C11 -0.161 2.427 -3.037
Br2 1.612 3.716 -1.262
C12 -3.189 1.645 -0.789
I1 -3.956 2.025 -2.813
C13 -3.283 3.035 -0.050
N3 -3.278 4.217 -0.882
C14 -3.996 0.514 -0.056
C15 -5.333 0.121 -0.703
C16 -6.281 -0.335 0.391
O3 -6.475 -1.468 0.739
Br3 -7.276 1.112 1.283
C17 -3.027 -0.622 0.358
C18 -3.535 -2.064 0.186
C19 -2.930 -0.523 1.920
C20 -2.490 0.760 2.644
O4 -3.320 0.969 3.763
C21 -4.297 1.971 3.615
C22 -4.458 2.735 4.944
F1 -3.305 2.620 5.644
F2 -4.600 4.057 4.666
C23 -5.619 2.216 5.853
F3 -5.056 1.518 6.872
F4 -6.425 1.346 5.201
C24 -6.470 3.325 6.520
F5 -5.628 4.139 7.204
F6 -7.306 2.726 7.408
C25 -7.345 4.174 5.550
F7 -6.836 5.427 5.453
F8 -7.362 3.642 4.306
H1 -6.562 0.163 -3.844
H2 -7.650 -0.874 -4.739
H3 -7.092 -1.434 -3.179
H4 -5.187 -0.533 -6.940
H5 -5.415 0.874 -5.929
H6 -3.786 0.495 -6.498
H7 -2.914 -1.504 -6.126
H8 -3.479 -2.650 -4.923
H9 -1.262 -1.636 -4.339
H10 -2.125 -0.055 -4.193
H11 -2.954 -2.501 -2.709
H12 -3.580 -0.847 -2.536
H13 -0.660 -0.938 -2.206
H14 -1.305 -2.250 -1.305
H15 -0.248 -0.271 1.725
H16 -0.558 -2.308 0.757
H17 -1.616 0.990 -1.966
H18 -0.016 1.397 -3.360
H19 0.495 3.043 -3.636
H20 -1.182 2.713 -3.259
H21 -4.187 3.005 0.557
H22 -2.447 3.122 0.637
H23 -4.144 4.724 -0.813
H24 -2.508 4.822 -0.641
H25 -4.359 1.063 0.813
H26 -5.806 0.986 -1.147
H27 -5.275 -0.710 -1.394
H28 -2.689 -2.744 0.187
H29 -4.169 -2.357 1.007
H30 -4.073 -2.226 -0.739
H31 -3.943 -0.699 2.261
H32 -2.356 -1.351 2.338
H33 -1.489 0.661 3.048
H34 -2.463 1.612 1.973
H35 -4.032 2.721 2.872
H36 -5.228 1.510 3.294
H37 -8.342 4.281 5.972
C26 4.006 0.440 0.592
C27 5.259 0.717 -0.211
O5 6.250 -0.295 0.000
C28 6.041 -1.434 -0.657
O6 5.122 -1.665 -1.400
O7 7.013 -2.280 -0.331
C29 6.866 -3.587 -0.895
H38 4.252 0.307 1.647
H39 3.291 1.258 0.494
H40 3.515 -0.471 0.253
H41 5.717 1.650 0.111
H42 5.037 0.810 -1.274
H43 6.733 -3.536 -1.972
H44 6.025 -4.104 -0.434
H45 7.782 -4.128 -0.671
C30 8.315 -2.679 2.266
C31 8.793 -3.797 3.167
O8 10.186 -4.081 2.969
C32 11.028 -3.236 3.558
O9 10.728 -2.294 4.242
O10 12.270 -3.616 3.258
C33 13.288 -2.756 3.774
H46 8.560 -2.898 1.236
H47 7.238 -2.549 2.359
H48 8.798 -1.735 2.519
H49 8.264 -4.715 2.916
H50 8.600 -3.581 4.218
H51 13.168 -2.606 4.844
H52 13.269 -1.798 3.256
H53 14.236 -3.249 3.583
C34 5.742 -9.131 4.298
C35 5.099 -9.080 2.929
O11 3.957 -8.205 2.911
C36 4.233 -6.910 2.844
O12 5.324 -6.411 2.781
O13 3.077 -6.238 2.875
C37 3.228 -4.819 2.870
H54 5.003 -9.393 5.056
H55 6.541 -9.871 4.313
H56 6.164 -8.164 4.568
H57 4.716 -10.061 2.657
H58 5.811 -8.779 2.161
H59 3.845 -4.493 2.036
H60 3.657 -4.481 3.812
H61 2.232 -4.397 2.765
C38 0.708 8.350 -3.549
C39 0.894 7.163 -4.469
O14 -0.358 6.519 -4.760
C40 -1.112 7.130 -5.675
O15 -0.829 8.130 -6.273
O16 -2.241 6.432 -5.811
C41 -3.179 7.016 -6.721
H62 0.165 8.054 -2.650
H63 1.674 8.762 -3.259
H64 0.131 9.135 -4.036
H65 1.505 6.407 -3.978
H66 1.399 7.449 -5.390
H67 -2.716 7.217 -7.684
H68 -3.587 7.934 -6.303
H69 -3.979 6.292 -6.850

Summary:
charge: +1
frontier orbital gap: 8.7 eV


Strongest force on any atom, respectively: 0.2; 3.2; 2.0 eV/Å.